Entry from the Open Molecules 2025 dataset: the molecule C17H13N5O6 (the ωB97M-V functional and the def2-TZVPD basis).

```
41
Properties=species:S:1:pos:R:3:forces:R:3:lowdin_charge:R:1
C -2.3086 -1.4701 -2.9767 0.235 -0.297 -0.550 -0.0028
N -2.8042 -0.9162 -1.7497 -0.342 -0.081 0.647 -0.1805
C -3.4832 -1.5445 -0.7850 -0.296 0.222 0.664 0.0487
C -3.7352 -0.5945 0.1949 0.751 0.255 -1.309 -0.0987
N -4.3574 -0.7897 1.4504 -0.052 -0.194 0.226 -0.3575
O -4.1403 0.0411 2.3073 0.009 0.209 0.200 0.1066
O -5.0329 -1.7879 1.5876 -0.227 -0.283 0.091 0.0933
C -3.1488 0.5992 -0.2918 -0.571 -0.880 -0.032 -0.1632
C -3.2943 1.9682 0.2792 0.084 0.167 -0.192 -0.4145
O -4.3809 2.4855 0.3743 -0.121 -0.046 0.027 0.1145
N -2.1515 2.6343 0.6056 -0.180 0.605 0.180 0.1594
C -0.8313 2.2014 0.5883 0.851 -0.347 -0.030 -0.2066
C -0.4810 0.8820 0.8495 0.266 -0.125 0.090 0.0838
C 0.8506 0.4677 0.8001 -0.253 0.945 -0.181 -0.2279
O 1.0792 -0.8344 1.0884 0.041 -0.393 0.106 0.0473
C 2.2783 -1.4318 0.7420 0.300 -0.202 -0.077 -0.2556
C 2.8393 -1.2845 -0.5206 -0.266 0.051 0.073 -0.0245
C 4.0064 -1.9596 -0.8298 0.015 -0.006 0.022 -0.0736
C 4.6077 -2.7843 0.1058 0.093 -0.068 -0.013 -0.0904
C 4.0338 -2.9420 1.3563 0.034 0.006 -0.054 -0.0766
C 2.8703 -2.2680 1.6793 -0.263 0.259 -0.035 0.0000
C 1.8541 1.3945 0.5371 0.160 -0.020 0.055 0.0677
C 1.4917 2.7148 0.3157 -1.082 -0.943 0.295 -0.1362
N 2.5321 3.6849 0.0593 0.359 0.310 -0.106 -0.3589
O 3.6688 3.2769 -0.0334 0.322 -0.055 -0.029 0.0896
O 2.2024 4.8448 -0.0500 -0.048 0.350 -0.035 0.0877
C 0.1719 3.1339 0.3287 0.154 0.052 -0.027 0.0651
N -2.6037 0.3695 -1.4708 0.220 0.939 -0.028 0.1684
H -1.5677 -2.2451 -2.7748 -0.020 0.066 -0.006 0.0954
H -1.8461 -0.6619 -3.5389 -0.046 -0.060 0.059 0.0953
H -3.1246 -1.8991 -3.5589 0.031 0.052 0.026 0.0961
H -3.7414 -2.5831 -0.8186 -0.031 -0.214 -0.041 0.1430
H -2.2997 3.6144 0.8188 -0.083 -0.188 -0.026 0.1667
H -1.2240 0.1551 1.1293 -0.065 -0.104 0.042 0.1262
H 2.3616 -0.6503 -1.2532 -0.024 0.051 -0.043 0.1236
H 4.4447 -1.8399 -1.8089 0.035 0.011 -0.086 0.1065
H 5.5198 -3.3054 -0.1409 0.081 -0.050 -0.021 0.1019
H 4.4956 -3.5882 2.0871 0.032 -0.056 0.068 0.1058
H 2.4094 -2.3775 2.6483 -0.061 0.000 0.108 0.1206
H 2.8972 1.1193 0.5296 -0.011 0.012 -0.011 0.1276
H -0.0584 4.1705 0.1390 -0.032 0.049 -0.045 0.1264
```
Forces are in eV/Å.

Results
LUMO level   -0.0252 Ha
E_HOMO   -9.038 eV
SMILES string   Cn1cc([N+](=O)[O-])c(C(=O)Nc2cc(Oc3ccccc3)cc([N+](=O)[O-])c2)n1
Gap between HOMO and LUMO   8.4 eV

***

Entry from the Open Molecules 2025 dataset: a structure of composition C17H14AsBeN4O9S2 (the ωB97M-V functional and the def2-TZVPD basis).

```
48
Properties=species:S:1:pos:R:3:forces:R:3:lowdin_charge:R:1
Be 0.0858 0.4692 0.0408 0.232 -0.648 0.116 -0.0623
O -3.0262 2.6267 1.0028 0.060 -0.092 -0.072 -0.2620
As -1.5573 2.1002 1.8656 -0.097 0.103 0.206 0.9319
O -1.9621 1.9312 3.4268 -0.016 0.018 -0.047 -0.4540
O -1.0825 0.7200 1.0188 -0.113 -0.028 -0.253 -0.3636
C -0.4125 3.5217 1.2148 0.072 -0.012 -0.122 -0.2244
C -1.0181 4.6842 0.7480 -0.004 0.006 0.054 -0.0842
C -0.2636 5.6717 0.1312 0.033 0.007 -0.007 -0.0775
C 1.1001 5.4975 -0.0467 -0.024 0.036 -0.012 -0.0716
C 1.7155 4.3445 0.4130 0.015 -0.027 0.095 -0.0502
C 0.9653 3.3678 1.0510 -0.045 -0.014 -0.081 -0.2590
S 1.8124 1.9009 1.6182 0.008 0.012 0.135 0.5336
O 3.2062 2.2314 1.6972 0.005 -0.063 -0.049 -0.2886
O 1.1328 1.5109 2.8274 0.011 0.046 -0.052 -0.2986
O 1.5690 0.9016 0.5120 -0.033 0.264 -0.072 -0.2807
H -3.7719 2.2598 1.4920 0.012 0.048 0.067 0.0367
H -2.0868 4.8042 0.8529 0.000 -0.016 0.002 0.0977
H -0.7499 6.5712 -0.2245 0.006 0.001 -0.005 0.1006
H 1.6881 6.2567 -0.5466 -0.007 0.008 0.006 0.1029
H 2.7791 4.1858 0.2978 -0.002 0.007 0.003 0.1139
N -0.8088 -4.1741 -7.8621 0.049 0.031 -0.005 0.0782
C -0.2002 -3.4236 -6.8464 -0.022 -0.024 -0.010 -0.3320
C 0.8719 -3.9447 -6.1258 0.008 0.012 0.014 -0.0387
C 1.4970 -3.1846 -5.1499 -0.025 -0.030 -0.001 -0.0628
C 1.0634 -1.8955 -4.8940 0.075 0.010 0.075 -0.2899
C -0.0006 -1.3653 -5.6086 -0.001 0.029 -0.009 -0.0586
C -0.6302 -2.1233 -6.5785 -0.007 0.005 -0.005 -0.0399
S 1.8501 -0.9158 -3.6383 -0.196 -0.092 -0.217 0.5956
O 3.0054 -1.6522 -3.1949 -0.012 0.044 -0.004 -0.3084
O 2.0327 0.3964 -4.2026 -0.025 -0.029 -0.005 -0.3134
N 0.7513 -0.7399 -2.4791 0.438 -0.028 0.141 -0.1146
C 0.5618 -1.6840 -1.5521 -0.227 -0.210 0.068 -0.4049
N 0.1408 -1.2298 -0.3377 -0.066 -0.015 -0.056 0.0914
C -0.1564 -2.1075 0.6193 0.020 0.096 -0.005 -0.0676
C -0.0155 -3.4606 0.4224 0.000 -0.050 0.005 -0.0526
C 0.4337 -3.8440 -0.8379 -0.015 -0.022 -0.001 -0.1267
N 0.6995 -3.0019 -1.8145 0.105 0.067 0.011 0.1479
H -0.7177 -5.1712 -7.7511 -0.018 -0.003 0.008 0.0784
H -1.7594 -3.9065 -8.0617 -0.008 -0.015 0.013 0.0784
H 1.2156 -4.9529 -6.3300 -0.006 0.002 -0.006 0.1048
H 2.3188 -3.5839 -4.5714 -0.001 0.009 0.001 0.1089
H -0.3284 -0.3542 -5.4010 0.005 -0.002 -0.012 0.1156
H -1.4594 -1.7083 -7.1407 0.004 0.003 0.003 0.1055
H -0.5014 -1.6706 1.5497 0.002 -0.031 0.008 0.1267
H -0.2376 -4.1786 1.1963 -0.004 0.012 0.009 0.0944
H 0.5704 -4.8967 -1.0722 -0.003 0.005 -0.001 0.1070
O -0.2770 1.8730 -2.5720 -0.030 0.083 -0.327 0.1741
C -0.0838 1.1660 -1.7170 -0.148 0.490 0.396 0.0625
```
Forces are in eV/Å.

Results
LUMO level   0.0935 Ha
E_HOMO   -5.987 eV
Gap between HOMO and LUMO   8.5 eV
Charge   -1

***

Entry from the Open Molecules 2025 dataset: a structure of composition C17H14AsNO7ReS5 (the ωB97M-V functional and the def2-TZVPD basis).

```
46
Properties=species:S:1:pos:R:3:forces:R:3:lowdin_charge:R:1
Re -0.5094 0.1159 -0.1494 -1.115 0.085 -0.500 1.0937
O 4.0118 0.4318 1.1947 -0.311 0.115 -0.005 -0.2629
As 2.3940 1.1031 1.4632 1.125 0.642 0.426 0.8005
O 2.6097 2.6577 1.8577 0.014 0.630 0.646 -0.4867
O 1.5467 0.8905 0.0541 -1.389 -0.936 -0.492 -0.5930
C 1.7798 0.0830 3.0204 0.176 0.344 -0.503 -0.3211
C 1.7006 0.7540 4.2355 0.238 0.181 -0.164 -0.1107
C 1.1782 0.1157 5.3440 -0.032 0.046 0.036 -0.0931
C 0.7324 -1.1946 5.2444 0.045 -0.094 -0.091 -0.0836
C 0.8376 -1.8710 4.0402 -0.097 -0.157 0.247 -0.0744
C 1.3572 -1.2245 2.9368 0.104 -0.238 -0.439 -0.3315
S 1.3435 -2.1384 1.3930 1.071 -1.499 0.433 0.4639
O 1.4503 -3.5355 1.7751 -0.299 0.299 0.067 -0.3304
O 2.4499 -1.6935 0.5654 -0.298 0.090 0.179 -0.3503
O 0.0071 -1.8694 0.8110 -0.137 1.175 -1.007 -0.4894
H 3.7765 -0.4192 0.8011 0.291 -0.438 -0.149 -0.0185
H 2.0399 1.7843 4.2747 -0.086 -0.039 -0.028 0.1018
H 1.0920 0.6471 6.2832 0.015 0.019 0.039 0.0946
H 0.3044 -1.6842 6.1069 -0.050 -0.089 0.074 0.0936
H 0.5172 -2.8937 3.9139 -0.075 -0.088 0.136 0.1081
O -6.0624 1.7157 3.8481 -0.375 0.116 0.204 -0.1093
C -5.1100 1.4705 3.1520 0.435 -0.095 -0.295 -1.0682
S -5.1767 1.3056 1.3927 -0.025 -0.120 0.023 0.9129
C -3.4860 0.8919 1.1325 0.145 -0.008 0.355 -1.1731
C -2.6817 0.9043 2.2256 -0.970 0.269 -0.492 -1.1281
S -0.9956 0.6184 2.1788 0.011 0.126 0.078 0.6244
S -3.4761 1.2384 3.7723 0.205 0.014 -0.182 0.9347
S -2.9618 0.4700 -0.4700 1.090 -0.236 0.393 0.5022
C 0.5108 -2.2590 -2.9327 0.014 0.055 -0.016 -0.0560
C 0.2820 -1.0972 -3.8427 -0.244 0.339 0.578 -0.2209
C 0.5014 -1.1378 -5.2003 -0.040 0.093 -0.331 -0.0898
C 0.2877 -0.0195 -6.0017 -0.003 -0.033 0.003 -0.1300
C -0.1633 1.1620 -5.4200 0.076 -0.129 -0.298 -0.0914
C -0.4022 1.2496 -4.0672 0.091 -0.298 0.645 -0.2263
C -0.8700 2.4929 -3.3842 0.045 -0.025 0.000 -0.0615
C -0.1753 0.1139 -3.2352 0.575 -0.063 -2.511 -0.3156
N -0.3688 0.1581 -1.9436 -0.188 -0.163 2.861 -0.2034
H 0.8413 -3.1403 -3.4787 0.024 -0.083 -0.048 0.0679
H -0.4081 -2.4830 -2.3871 0.018 -0.122 0.076 0.0783
H 1.2545 -1.9962 -2.1788 0.046 -0.101 0.084 0.0758
H 0.8526 -2.0609 -5.6486 0.027 -0.043 -0.004 0.0940
H 0.4749 -0.0698 -7.0669 -0.002 0.013 -0.041 0.0763
H -0.3282 2.0327 -6.0443 -0.023 0.081 -0.006 0.0929
H -0.9902 3.3146 -4.0864 -0.025 0.106 -0.060 0.0649
H -0.1561 2.7685 -2.6074 -0.007 0.156 0.036 0.0815
H -1.8123 2.2975 -2.8722 -0.086 0.105 0.047 0.0570
```
Forces are in eV/Å.

Results
LUMO level (spin up / spin down)   0.1631 / 0.1628 Ha
E_HOMO (spin up / spin down)   -1.062 / -1.721 eV
<S²>   0.82
Multiplicity   2
Gap between HOMO and LUMO (spin up / spin down)   5.5 / 6.2 eV
Charge   -2

***

Number 1: maximum force 0.030 Eh/bohr. Number 2: maximum force 0.014 Eh/bohr. Number 3: maximum force 0.056 Eh/bohr.